{
  "formula": "C19H29NO5P2SeTi",
  "method": "ωB97M-V with the def2-TZVPD basis set",
  "species": ["Se", "Ti", "P", "P", "O", "O", "O", "O", "O", "N", "C", "C", "C", "C", "C", "C", "C", "C", "C", "C", "C", "C", "C", "C", "C", "C", "C", "C", "C", "H", "H", "H", "H", "H", "H", "H", "H", "H", "H", "H", "H", "H", "H", "H", "H", "H", "H", "H", "H", "H", "H", "H", "H", "H", "H", "H", "H", "H"],
  "coordinates": [[-3.1037, -0.1674, -0.9129], [-0.3065, -0.6133, -0.5156], [-0.1797, -0.7626, 2.5483], [1.5652, -2.3679, 0.4487], [-1.8810, -0.3689, -2.0536], [-1.3625, -2.7286, -0.5163], [-3.7772, -1.6226, -0.6326], [-2.0788, 0.1671, 0.3750], [-4.1104, 1.0180, -1.2614], [0.6619, -1.1461, -2.4207], [-1.0181, -1.1722, -5.3212], [1.0162, -0.4170, 3.9008], [0.4123, 1.7712, -1.2067], [3.2306, -1.7616, 0.9118], [1.5230, 1.2974, -0.5055], [-1.7477, -0.2606, 3.3266], [1.7542, 1.7437, 0.8008], [2.0021, -3.7875, -0.6192], [-0.2568, 3.0640, 0.7087], [1.2181, -1.9896, -5.8477], [0.2776, -1.5287, -4.9295], [0.5631, -1.3827, -3.5412], [0.8554, -2.0903, -7.1788], [-0.4890, 2.6397, -0.5845], [-1.3590, -1.2815, -6.6577], [-0.4270, -1.7383, -7.5806], [0.9975, -3.2204, 1.9946], [-0.2661, -2.5967, 2.6024], [0.8746, 2.6259, 1.3967], [-1.1334, -2.8776, 2.0016], [1.0527, 0.6587, 4.0795], [-2.5659, -0.5983, 2.6929], [-1.8564, -0.6588, 4.3373], [0.8143, -4.2670, 1.7440], [1.5727, -2.4438, -7.9068], [0.2447, 1.4942, -2.2398], [-0.7013, -1.8212, -8.6240], [2.4878, -3.4267, -1.5265], [-1.7941, 0.8284, 3.3540], [2.6288, 1.4003, 1.3392], [3.1397, -0.9557, 1.6399], [2.6665, -4.4914, -0.1147], [-1.3311, -2.9426, -1.4598], [2.0207, -0.7443, 3.6303], [1.0571, 2.9716, 2.4068], [-0.4266, -2.9707, 3.6175], [3.7256, -1.3587, 0.0265], [2.2535, 0.6686, -0.9990], [-0.9581, 3.7315, 1.1916], [0.7268, -0.9128, 4.8300], [-2.3276, -2.4632, -0.4104], [-1.3767, 2.9549, -1.1166], [-2.3550, -1.0098, -6.9796], [2.2129, -2.2598, -5.5208], [3.8535, -2.5527, 1.3336], [1.0844, -4.3041, -0.9025], [-1.7167, -0.8186, -4.5710], [1.8202, -3.2099, 2.7145]],
  "charge": 0,
  "molar_mass_g_mol": 540.218,
  "e_homo_ev": [-6.3, -8.4],
  "spin_multiplicity": 3,
  "gap_ev": [6.2, 8.2],
  "energy_ha": -5105.96207,
  "lumo_energy_ev": [-0.1, -0.2],
  "relative_energy_kcal_mol": 9.3
}